This record from OMol25 describes a cluster of 2 separate species, C5H7NO in total. The level of theory is wB97M-V/def2-TZVPD.

Properties
structure (SMILES)	CC1=CC=NC1=O.[H][H]
HOMO	-10.09	eV
gap between HOMO and LUMO	9.0946	eV
E_tot	-8834.187	eV

Atoms and positions in Å:
1 C -1.51400 0.35776 -0.11894
2 C -0.12437 0.30250 0.40913
3 C 0.58023 1.12584 1.18637
4 C 1.92494 0.49442 1.36247
5 N 2.08351 -0.62620 0.76331
6 C 0.81692 -0.85630 0.10678
7 O 0.56539 -1.81826 -0.56742
8 H -2.03040 1.26363 0.20868
9 H -2.08369 -0.51597 0.21605
10 H -1.50897 0.32764 -1.21408
11 H -1.04493 -1.43549 -3.26941
12 H 0.27444 2.06987 1.62253
13 H 2.72747 0.93576 1.95096
14 H -0.66656 -1.62522 -2.65644

Results of the Löwdin charge analysis, in e, for atoms 1 through 8:
1 C -0.038
2 C -0.204
3 C 0.001
4 C -0.109
5 N 0.119
6 C -0.400
7 O 0.110
8 H 0.082